{"formula": "C26H36F3O4", "method": "ωB97M-V/def2-TZVPD", "energy_ha": -1612.9485, "spin_multiplicity": 1, "smiles": "CCOC(=O)[C@@]1([C@@H](c2cc(C(C)(C)C)c([O-])c(C(C)(C)C)c2)C(F)(F)F)CCCCCC1=O", "lumo_ev": 2.56, "homo_lumo_gap_ev": 5.6, "charge": -1, "homo_ev": -3.02, "elements": ["C", "C", "O", "C", "O", "C", "C", "C", "C", "C", "C", "C", "C", "C", "C", "O", "C", "C", "C", "C", "C", "C", "C", "F", "F", "F", "C", "C", "C", "C", "C", "C", "O", "H", "H", "H", "H", "H", "H", "H", "H", "H", "H", "H", "H", "H", "H", "H", "H", "H", "H", "H", "H", "H", "H", "H", "H", "H", "H", "H", "H", "H", "H", "H", "H", "H", "H", "H", "H"], "coordinates": [[-2.64656, -0.51867, -6.05621], [-3.04821, -0.82491, -4.63955], [-2.40613, 0.13456, -3.78894], [-2.55643, -0.06932, -2.44947], [-3.41607, -0.78072, -1.98277], [-1.48433, 0.77151, -1.64899], [-0.09901, 0.11251, -1.66138], [0.49546, -0.36892, -0.30466], [1.27143, 0.56598, 0.39909], [1.73905, 0.32369, 1.66621], [2.42218, 1.40573, 2.52952], [1.53579, 1.71115, 3.74260], [2.65756, 2.69672, 1.74541], [3.77624, 0.92310, 3.06832], [1.50177, -1.00359, 2.24007], [1.73573, -1.22344, 3.45369], [0.93184, -2.06646, 1.40268], [0.84287, -3.49356, 1.99258], [2.18860, -4.00300, 2.53044], [0.34525, -4.50068, 0.96119], [-0.13356, -3.48991, 3.17588], [0.42364, -1.70048, 0.17402], [0.06350, -1.03825, -2.66916], [0.02916, -0.61890, -3.97666], [1.26852, -1.67489, -2.52407], [-0.90242, -2.01172, -2.49712], [-1.63793, 2.12960, -2.44061], [-1.27571, 3.47250, -1.80825], [-0.40456, 3.37065, -0.56625], [-1.22803, 3.04492, 0.68274], [-2.43438, 2.15327, 0.41134], [-2.03365, 0.80582, -0.19032], [-2.16397, -0.20360, 0.46753], [-3.01188, -1.30409, -6.71421], [-3.07867, 0.42617, -6.38982], [-1.56257, -0.47266, -6.16544], [-4.13303, -0.75996, -4.50248], [-2.71912, -1.83245, -4.35665], [0.61189, 0.84733, -2.07800], [1.54774, 1.47624, -0.14024], [1.43350, 0.80981, 4.35446], [1.99260, 2.50721, 4.34269], [0.53691, 2.03116, 3.42481], [3.32770, 2.51592, 0.89454], [1.71107, 3.12814, 1.38765], [3.13176, 3.43023, 2.41085], [4.45711, 0.68110, 2.24551], [4.22522, 1.71859, 3.67610], [3.64204, 0.03586, 3.69226], [2.55431, -3.35275, 3.32737], [2.04671, -5.00750, 2.94690], [2.93999, -4.06187, 1.73709], [-0.65744, -4.24075, 0.60386], [1.03502, -4.57218, 0.11110], [0.28947, -5.49079, 1.43160], [-1.11369, -3.11803, 2.85976], [-0.24251, -4.50654, 3.56834], [0.25550, -2.84373, 3.96669], [-0.01425, -2.44532, -0.48466], [-1.08419, 1.99955, -3.37854], [-2.70563, 2.23815, -2.69188], [-2.20224, 4.00187, -1.54314], [-0.75941, 4.07844, -2.56437], [0.14306, 4.30992, -0.39618], [0.36086, 2.60122, -0.70292], [-1.60128, 3.98219, 1.12293], [-0.59436, 2.57872, 1.45279], [-3.17294, 2.63275, -0.24704], [-2.94688, 1.94736, 1.35934]], "forces_ev_per_angstrom": [[-0.006, 0.168, -0.219], [-0.135, -0.196, 0.209], [-0.210, -0.461, 0.499], [-0.372, -0.689, 0.537], [0.686, 0.783, -0.610], [-2.299, 0.043, -0.448], [1.938, -1.083, -0.042], [0.457, 0.158, -0.643], [-0.300, -0.278, -0.616], [0.212, -0.623, 0.450], [-0.097, -0.559, -0.144], [-0.142, -0.010, 0.110], [-0.072, 0.027, 0.047], [0.079, -0.073, -0.011], [-0.578, 0.211, -0.117], [0.527, -0.148, 0.711], [0.465, 0.657, 0.133], [-0.014, 0.428, -0.043], [0.141, 0.119, -0.001], [-0.059, -0.085, -0.066], [-0.134, 0.151, 0.096], [-0.127, 0.474, -0.234], [0.350, -0.661, 0.198], [0.093, -0.558, 0.774], [-1.092, 0.636, -0.475], [0.883, 0.806, -0.721], [-0.041, 0.047, 0.155], [0.476, 0.360, 0.218], [0.286, 0.208, 0.224], [0.077, 0.378, 0.254], [-0.200, -0.499, 0.047], [-0.398, -0.337, 0.882], [0.079, 0.800, -0.884], [-0.084, -0.079, -0.068], [0.080, 0.026, -0.001], [-0.031, 0.019, 0.100], [0.148, -0.079, 0.006], [-0.103, 0.210, 0.097], [-0.200, -0.055, 0.260], [-0.137, -0.181, 0.451], [-0.028, 0.173, -0.149], [-0.069, 0.026, 0.004], [0.079, 0.034, 0.056], [-0.159, 0.120, 0.067], [0.262, -0.068, 0.003], [-0.044, -0.064, -0.144], [-0.014, 0.030, 0.058], [0.057, -0.049, -0.043], [-0.010, 0.098, -0.163], [-0.022, 0.006, -0.175], [0.027, 0.006, -0.070], [-0.022, 0.016, 0.013], [0.143, -0.060, -0.053], [-0.167, 0.053, 0.025], [-0.016, 0.101, -0.081], [0.037, -0.066, 0.058], [-0.069, -0.029, -0.010], [-0.121, -0.053, -0.148], [-0.120, 0.064, 0.366], [-0.232, 0.013, 0.234], [0.398, -0.297, -0.206], [0.270, 0.058, -0.130], [-0.168, -0.049, 0.125], [-0.131, -0.196, -0.058], [-0.277, 0.292, -0.106], [0.056, -0.144, -0.096], [-0.156, 0.023, -0.266], [0.230, 0.032, 0.034], [0.123, -0.121, -0.255]], "mulliken_charge": [-1.214, -0.210, -0.188, -0.860, -0.635, 3.933, 0.028, 0.144, -1.253, -1.401, 2.339, -1.701, -1.837, -1.916, 1.655, -0.937, -0.962, 2.303, -1.814, -2.042, -1.712, -0.493, 0.254, -0.307, -0.295, -0.262, -1.459, -1.329, -0.158, 0.279, -1.254, -0.112, -0.581, 0.412, 0.296, 0.267, 0.324, 0.234, 0.643, 0.925, 0.332, 0.493, 0.198, 0.348, 0.151, 0.490, 0.361, 0.471, 0.328, 0.327, 0.469, 0.350, 0.350, 0.390, 0.439, 0.257, 0.492, 0.354, 0.540, 0.367, 0.441, 0.407, 0.434, 0.666, -0.239, 0.464, -0.589, 0.257, 0.545]}